This record from OMol25 describes 3 unconnected molecules or ions with the total composition C26H28O9 in a non-equilibrium geometry. The level of theory is wB97M-V/def2-TZVPD.

Computed properties:
- Kohn-Sham gap (eV) = 7.71
- structure (SMILES) = O=C1c2ccccc2C(=O)c2c(CCCCO)cccc21.C[C@@H]1COC(=O)O1.C[C@@H]1COC(=O)O1
- E_HOMO (eV) = -9.2
- charge = 0
- electronic energy (a.u.) = -1684.42542

Each line ends with the natural charge from an NBO analysis.
CARTESIAN COORDINATES (ANGSTROEM)
O1 2.64 -4.55 3.17  -0.51
C1 2.08 -3.92 2.24  0.54
C2 2.76 -2.59 1.68  -0.10
C3 3.80 -1.73 2.47  -0.17
C4 4.40 -0.45 1.84  -0.21
C5 4.00 0.08 0.43  -0.22
C6 2.97 -0.77 -0.36  -0.19
C7 2.40 -2.07 0.25  -0.10
C8 1.39 -2.93 -0.61  0.53
O2 1.52 -2.88 -1.87  -0.53
C9 0.33 -3.82 0.16  -0.14
C10 -1.03 -4.19 -0.45  0.06
C11 -1.44 -3.62 -1.91  -0.45
C12 -1.56 -2.00 -1.70  -0.41
C13 -3.10 -1.51 -1.74  -0.43
C14 -3.44 -0.77 -0.36  -0.07
O3 -2.69 0.48 -0.22  -0.76
C15 -2.09 -5.08 0.25  -0.23
C16 -1.75 -5.62 1.68  -0.19
C17 -0.38 -5.22 2.32  -0.20
C18 0.67 -4.35 1.59  -0.09
H1 4.12 -2.09 3.50  0.25
H2 5.18 0.12 2.46  0.23
H3 4.42 1.04 -0.02  0.24
H4 2.67 -0.40 -1.39  0.25
H5 -0.64 -3.85 -2.70  0.26
H6 -2.42 -4.07 -2.29  0.21
H7 -0.88 -1.43 -2.42  0.23
H8 -1.19 -1.74 -0.64  0.20
H9 -3.29 -0.81 -2.63  0.22
H10 -3.76 -2.46 -1.77  0.21
H11 -4.57 -0.61 -0.22  0.18
H12 -3.10 -1.44 0.52  0.17
H13 -2.15 0.43 0.61  0.48
H14 -3.09 -5.37 -0.21  0.24
H15 -2.54 -6.25 2.20  0.24
H16 -0.19 -5.61 3.38  0.25
C19 -2.59 2.58 -2.14  -0.63
C20 -1.98 3.78 -2.83  0.06
C21 -1.00 3.43 -3.91  -0.09
O4 -0.17 4.59 -3.95  -0.49
C22 -0.20 5.12 -2.69  0.96
O5 0.53 5.99 -2.31  -0.58
O6 -1.16 4.53 -1.93  -0.49
H17 -3.30 2.08 -2.79  0.22
H18 -1.82 1.86 -1.84  0.23
H19 -3.10 2.89 -1.22  0.24
H20 -2.77 4.45 -3.19  0.18
H21 -1.49 3.28 -4.88  0.20
H22 -0.38 2.57 -3.68  0.18
C23 1.87 5.01 1.80  -0.63
C24 1.98 3.60 2.34  0.06
C25 1.13 2.60 1.61  -0.10
O7 0.92 1.61 2.61  -0.49
C26 0.99 2.25 3.81  0.96
O8 0.68 1.75 4.86  -0.57
O9 1.45 3.52 3.66  -0.49
H23 2.38 5.09 0.83  0.23
H24 0.83 5.31 1.67  0.22
H25 2.32 5.72 2.49  0.23
H26 3.03 3.29 2.37  0.18
H27 1.63 2.17 0.74  0.20
H28 0.15 2.99 1.30  0.19